Here is a structure of composition H28O14 in a non-equilibrium geometry from the Open Molecules 2025 dataset. Energies are from the ωB97M-V functional and the def2-TZVPD basis.

Properties
E in eV: -29098.0070
HOMO-LUMO gap in hartree: 0.2495
Total charge: 0
LUMO level in eV: -0.634
E_HOMO in Ha: -0.273

Each line ends with the natural charge from an NBO analysis.
Element x y z (Å)
O -9.92 -5.13 -0.97  -0.893
H -10.27 -4.51 -0.34  0.504
H -10.58 -5.18 -1.66  0.494
O -6.66 -2.77 1.43  -0.957
H -6.82 -2.04 2.03  0.497
H -5.71 -2.75 1.28  0.511
O -8.77 -5.99 2.92  -0.961
H -8.08 -5.34 2.99  0.370
H -9.45 -5.58 2.37  0.440
O -8.54 -6.14 0.05  -1.067
H -9.29 -5.64 -0.26  0.402
H -7.91 -5.48 0.34  0.421
O -8.13 -0.95 0.52  -0.967
H -7.65 -1.78 0.58  0.480
H -7.66 -0.45 -0.14  0.490
O -9.62 -2.26 2.82  -0.883
H -9.01 -2.57 2.15  0.467
H -9.21 -2.52 3.65  0.468
O -10.12 -2.13 0.03  -0.969
H -9.67 -1.30 0.20  0.489
H -9.76 -2.74 0.67  0.419
O -7.25 -4.56 0.59  -0.836
H -7.00 -4.36 1.49  0.454
H -6.47 -4.34 0.07  0.487
O -8.82 -2.70 -1.55  -1.020
H -9.28 -3.35 -2.07  0.454
H -9.27 -2.70 -0.70  0.436
O -8.94 -3.27 1.07  -0.953
H -8.09 -3.57 0.75  0.508
H -9.37 -4.06 1.40  0.504
O -11.24 -3.55 2.59  -0.996
H -10.58 -2.85 2.64  0.450
H -11.28 -3.91 3.48  0.484
O -6.61 -4.48 2.60  -0.849
H -6.75 -5.12 3.30  0.507
H -7.35 -3.87 2.68  0.476
O -11.63 -3.91 0.47  -0.986
H -12.57 -3.93 0.67  0.489
H -11.25 -3.37 1.16  0.491
O -10.17 -5.21 1.57  -0.895
H -10.86 -4.85 2.12  0.503
H -10.62 -5.51 0.78  0.538